No. 1
Computed, not measured: a molecular structure, C24H26IrN4O3PS2, with ωB97M-V/def2-TZVPD.

The geometry in ORCA input format:
```
! wB97M-V def2-TZVPD RIJCOSX def2/J DEFGRID3
* xyz 3 2
Ir -0.701 0.781 -0.489
O -0.909 3.502 2.207
S -0.391 2.286 1.723
O 0.233 2.357 0.306
O -1.419 1.208 1.384
C 0.751 1.500 2.758
C 1.089 2.061 3.974
C 1.911 1.335 4.833
C 2.345 0.071 4.474
C 1.989 -0.491 3.245
C 1.198 0.219 2.358
P 0.911 -0.554 0.732
C 2.411 -0.367 -0.207
C 2.576 -1.089 -1.400
C 3.729 -0.931 -2.141
C 4.713 -0.039 -1.717
C 4.543 0.697 -0.551
C 3.394 0.540 0.206
C 0.408 -2.238 0.989
C 1.260 -3.319 0.743
C 0.821 -4.602 1.028
C -0.448 -4.806 1.557
C -1.289 -3.728 1.815
C -0.866 -2.443 1.537
H 0.710 3.037 4.249
H 2.192 1.757 5.788
H 2.969 -0.496 5.152
H 2.343 -1.483 2.991
H 1.815 -1.792 -1.718
H 3.882 -1.507 -3.045
H 5.618 0.078 -2.299
H 5.309 1.388 -0.228
H 3.275 1.111 1.118
H 2.263 -3.166 0.373
H 1.476 -5.444 0.850
H -0.779 -5.811 1.784
H -2.268 -3.895 2.244
H -1.512 -1.601 1.762
C 0.624 -2.265 -4.675
N -0.252 -1.093 -4.440
C -1.077 -0.570 -5.565
C -0.317 -0.538 -3.298
N -0.402 -0.024 -2.248
H 1.214 -2.076 -5.569
H 0.004 -3.148 -4.815
H 1.289 -2.402 -3.827
H -0.914 -1.227 -6.414
H -0.756 0.437 -5.820
H -2.130 -0.587 -5.295
S -2.743 1.402 -1.406
C -3.637 2.494 -0.361
N -4.236 3.549 -0.869
C -5.092 4.220 0.133
C -4.756 3.440 1.424
N -3.894 2.349 0.918
H -4.204 3.803 -1.844
H -6.137 4.128 -0.154
H -4.828 5.272 0.202
H -5.638 3.024 1.903
H -4.204 4.041 2.142
H -3.469 1.642 1.495
*
```

The gap between HOMO and LUMO (spin up / spin down) is 0.2271 / 0.1918 Eh. The value obtained for the highest occupied orbital energy (spin up / spin down) is -17.25 / -17.30 eV. As for the energy relative to the best compared isomer or geometry (same formula, charge and spin): 24.4 kcal/mol. Its expectation value of S² is 0.76.


No. 2
Computed, not measured: a molecular structure, C24H26IrN4O4SSe2, with ωB97M-V/def2-TZVPD.

The geometry in ORCA input format:
```
! wB97M-V def2-TZVPD RIJCOSX def2/J DEFGRID3
* xyz 0 2
Ir -0.790 -0.895 0.947
C 2.327 2.011 3.483
C 0.883 1.542 3.620
C 0.220 2.213 4.830
C 0.042 1.772 2.383
C -1.230 1.152 2.289
C -2.108 1.497 1.261
C -1.724 2.358 0.230
C -2.627 2.612 -0.940
C -0.457 2.901 0.304
C 0.411 2.625 1.366
H 2.890 1.751 4.381
H 2.383 3.095 3.366
H 2.821 1.551 2.626
H 0.893 0.467 3.809
H 0.097 3.283 4.651
H 0.836 2.085 5.722
H -0.764 1.793 5.036
H -1.606 0.583 3.133
H -3.111 1.086 1.258
H -2.318 1.982 -1.777
H -2.587 3.655 -1.255
H -3.660 2.361 -0.700
H -0.122 3.565 -0.486
H 1.380 3.107 1.381
C 2.968 -8.200 -1.755
C 2.018 -7.105 -1.355
C 2.487 -5.918 -0.800
C 1.612 -4.901 -0.449
C 0.252 -5.071 -0.655
C -0.238 -6.238 -1.222
C 0.647 -7.248 -1.559
S -0.908 -3.846 -0.113
O -2.046 -3.928 -0.987
O -1.110 -4.099 1.300
N -0.089 -2.453 -0.233
C 0.059 -1.994 -1.625
C -0.608 -0.645 -1.884
O -0.599 -0.144 -2.984
O -1.131 -0.071 -0.832
H 3.937 -8.081 -1.272
H 3.130 -8.194 -2.835
H 2.572 -9.181 -1.490
H 3.552 -5.788 -0.643
H 1.976 -3.974 -0.025
H -1.300 -6.342 -1.396
H 0.267 -8.164 -1.996
H -0.362 -2.708 -2.334
H 1.121 -1.885 -1.866
Se -0.208 -3.143 3.844
N 1.464 -3.637 3.701
C 2.060 -2.816 2.837
C 3.377 -2.909 2.308
C 3.719 -2.016 1.340
C 2.787 -1.031 0.888
N 1.592 -0.873 1.387
C 1.243 -1.762 2.359
N -0.015 -1.736 2.787
H 4.050 -3.683 2.650
H 4.695 -2.045 0.878
H 3.067 -0.361 0.082
Se -3.076 -1.520 1.136
*
```

The gap between HOMO and LUMO (spin up / spin down) is 0.1993 / 0.1885 Eh. The value obtained for the highest occupied orbital energy (spin up / spin down) is -7.57 / -7.27 eV. As for the energy relative to the best compared isomer or geometry (same formula, charge and spin): 6.4 kcal/mol. Its expectation value of S² is 0.75.


No. 3
Computed, not measured: 2 unconnected molecules or ions with the total composition C24H26N, with ωB97M-V/def2-TZVPD.

The geometry in ORCA input format:
```
! wB97M-V def2-TZVPD RIJCOSX def2/J DEFGRID3
* xyz 1 1
C 4.665 -3.723 0.960
C 3.626 -3.867 1.861
C 2.610 -2.942 1.905
C 2.634 -1.819 1.068
C 1.561 -0.816 1.097
C 0.225 -1.259 1.083
C -0.870 -0.452 1.204
C -2.228 -0.912 1.175
C -3.274 0.022 1.213
C -4.586 -0.386 1.151
C -4.892 -1.732 1.061
C -3.877 -2.668 1.031
C -2.562 -2.272 1.087
C 1.914 0.610 1.130
C 1.327 1.536 0.256
C 1.679 2.863 0.305
C 2.600 3.308 1.237
C 3.193 2.410 2.106
C 2.871 1.075 2.045
C 3.701 -1.683 0.169
C 4.690 -2.634 0.110
H 5.449 -4.462 0.915
H 3.611 -4.711 2.530
H 1.805 -3.052 2.612
H 0.078 -2.316 0.964
H -0.719 0.604 1.332
H -3.037 1.071 1.280
H -5.376 0.344 1.162
H -5.920 -2.051 1.009
H -4.114 -3.716 0.952
H -1.784 -3.016 1.066
H 0.625 1.186 -0.481
H 1.237 3.560 -0.388
H 2.863 4.353 1.281
H 3.909 2.755 2.834
H 3.332 0.371 2.718
H 3.711 -0.838 -0.499
H 5.482 -2.534 -0.613
C -2.850 3.602 -3.749
C -1.817 2.487 -3.792
C -2.042 1.427 -2.717
N -1.069 0.346 -2.755
H -2.673 4.353 -4.521
H -3.860 3.215 -3.895
H -2.841 4.115 -2.786
H -1.822 2.006 -4.778
H -0.808 2.905 -3.683
H -2.040 1.899 -1.726
H -3.042 0.994 -2.837
H -0.123 0.706 -2.742
H -1.169 -0.262 -1.950
*
```

The gap between HOMO and LUMO is 0.2221 Eh. The value obtained for the highest occupied orbital energy is -11.60 eV. As for the energy relative to the best compared isomer or geometry (same formula, charge and spin): 15.5 kcal/mol.


No. 4
Computed, not measured: C24H26N2O4 in the gas phase, with ωB97M-V/def2-TZVPD.

The geometry in ORCA input format:
```
! wB97M-V def2-TZVPD RIJCOSX def2/J DEFGRID3
* xyz 0 1
C 0.959 3.969 1.038
C 0.345 2.577 1.015
O 0.649 1.884 -0.207
C -0.023 2.273 -1.293
O -0.888 3.108 -1.282
C 0.422 1.527 -2.532
C 0.284 0.009 -2.363
C 1.299 -0.501 -1.383
N 2.544 -0.299 -1.611
C 3.458 -0.738 -0.688
C 4.819 -0.516 -0.926
C 5.757 -0.936 -0.010
C 5.368 -1.585 1.162
C 4.034 -1.813 1.413
C 3.069 -1.397 0.494
C 1.651 -1.622 0.743
O 1.158 -2.148 1.720
N 0.836 -1.160 -0.285
C -1.177 2.628 1.249
O -1.726 3.604 1.686
C -1.871 1.354 0.929
C -1.437 0.139 1.442
C -2.085 -1.039 1.105
C -3.165 -1.044 0.228
C -3.867 -2.320 -0.206
C -3.286 -3.570 0.461
C -3.718 -2.472 -1.728
C -5.353 -2.227 0.164
C -3.601 0.186 -0.265
C -2.982 1.368 0.090
H 0.768 4.425 2.005
H 2.031 3.909 0.868
H 0.501 4.586 0.269
H 0.792 1.947 1.793
H 1.472 1.757 -2.720
H -0.186 1.877 -3.366
H -0.727 -0.245 -2.038
H 0.471 -0.460 -3.332
H 5.105 -0.012 -1.835
H 6.806 -0.761 -0.198
H 6.116 -1.908 1.870
H 3.704 -2.313 2.311
H -0.164 -1.251 -0.126
H -0.604 0.096 2.128
H -1.722 -1.954 1.547
H -2.236 -3.705 0.209
H -3.827 -4.448 0.115
H -3.387 -3.518 1.542
H -2.668 -2.561 -2.001
H -4.138 -1.619 -2.255
H -4.235 -3.368 -2.065
H -5.464 -2.074 1.235
H -5.842 -1.404 -0.350
H -5.864 -3.148 -0.107
H -4.444 0.231 -0.937
H -3.326 2.312 -0.303
*
```

The gap between HOMO and LUMO is 0.3377 Eh. The value obtained for the highest occupied orbital energy is -8.71 eV. As for the energy relative to the best compared isomer or geometry (same formula, charge and spin): 0.0 kcal/mol.


No. 5
Computed, not measured: a molecular structure, C24H26N3O4Pr, with ωB97M-V/def2-TZVPD.

The geometry in ORCA input format:
```
! wB97M-V def2-TZVPD RIJCOSX def2/J DEFGRID3
* xyz 2 3
Pr -0.908 -1.002 -0.931
C 1.926 0.076 -2.063
C 1.502 -0.674 -3.344
O 0.420 -1.582 -2.949
C -0.253 -2.376 -4.005
C -1.647 -2.811 -3.459
O -2.348 -1.699 -2.751
C -2.963 -0.646 -3.576
C -3.081 0.650 -2.787
O -1.897 1.037 -2.029
C -0.929 1.830 -2.791
C 0.303 1.965 -1.907
O 0.827 0.744 -1.400
H 2.755 0.764 -2.220
H 2.215 -0.707 -1.267
H 2.309 -1.294 -3.771
H 1.153 -0.076 -4.256
H 0.261 -3.362 -4.024
H -0.313 -1.856 -4.969
H -1.512 -3.565 -2.710
H -2.262 -3.061 -4.323
H -3.975 -0.943 -3.741
H -2.281 -0.485 -4.439
H -3.923 0.573 -2.123
H -3.267 1.535 -3.441
H -1.453 2.781 -3.001
H -0.652 1.320 -3.754
H 0.042 2.576 -1.014
H 1.062 2.563 -2.440
N 4.080 3.190 7.141
C 3.296 2.558 6.521
C 2.514 1.907 5.536
C 1.456 2.506 4.920
C 0.740 1.911 3.895
C 1.070 0.592 3.498
C 2.078 -0.106 4.225
C 2.866 0.586 5.193
C 0.254 -0.120 2.483
C 0.901 -1.211 1.676
C 2.242 -1.469 1.496
C 2.385 -2.594 0.667
C 1.093 -2.939 0.325
N 0.147 -2.156 0.923
C -1.109 0.264 2.302
C -2.036 1.052 3.082
C -3.150 1.381 2.315
C -2.973 0.741 1.098
N -1.756 0.109 1.045
H 1.250 3.506 5.125
H -0.031 2.495 3.339
H 2.256 -1.153 4.024
H 3.804 0.193 5.576
H 3.080 -0.843 1.858
H 3.352 -3.023 0.364
H 0.799 -3.805 -0.291
H -1.941 1.479 4.062
H -3.963 1.998 2.697
H -3.819 0.678 0.395
*
```

The gap between HOMO and LUMO (spin up / spin down) is 0.2505 / 0.2514 Eh. The value obtained for the highest occupied orbital energy (spin up / spin down) is -13.55 / -13.56 eV. As for the energy relative to the best compared isomer or geometry (same formula, charge and spin): 26.0 kcal/mol. Its expectation value of S² is 2.00.


No. 6
Computed, not measured: C24H26N4O4S in the gas phase, with ωB97M-V/def2-TZVPD.

The geometry in ORCA input format:
```
! wB97M-V def2-TZVPD RIJCOSX def2/J DEFGRID3
* xyz 0 1
C 4.384 -4.417 0.983
O 3.441 -4.207 2.006
C 2.688 -5.271 2.432
C 2.715 -6.531 1.850
C 1.903 -7.540 2.344
C 1.060 -7.303 3.412
C 1.034 -6.046 3.994
C 1.843 -5.027 3.525
C 1.826 -3.660 4.159
N 1.394 -2.641 3.225
C 0.187 -2.046 3.312
O -0.596 -2.239 4.220
C -0.119 -1.088 2.198
C -1.454 -0.944 1.813
C -1.799 -0.064 0.812
C -0.817 0.700 0.183
C -1.175 1.643 -0.880
O -2.312 1.840 -1.256
N -0.109 2.326 -1.462
C -0.435 3.238 -2.547
C -0.772 4.634 -2.024
C -1.478 5.460 -3.102
N -2.717 4.868 -3.523
C -3.834 4.678 -2.623
C -4.989 4.344 -3.572
C -4.284 3.680 -4.752
C -2.888 4.283 -4.730
O -2.061 4.249 -5.615
C 1.186 2.240 -1.035
S 2.417 3.140 -1.654
N 1.459 1.355 -0.037
C 0.519 0.572 0.582
C 0.866 -0.325 1.590
H 5.110 -5.188 1.257
H 4.902 -3.467 0.858
H 3.901 -4.690 0.040
H 3.361 -6.740 1.012
H 1.935 -8.515 1.881
H 0.426 -8.089 3.791
H 0.378 -5.850 4.829
H 2.833 -3.404 4.507
H 1.131 -3.637 5.000
H 1.951 -2.560 2.389
H -2.200 -1.533 2.323
H -2.823 0.060 0.495
H 0.411 3.280 -3.234
H -1.300 2.818 -3.064
H 0.141 5.144 -1.717
H -1.425 4.542 -1.153
H -0.848 5.529 -3.993
H -1.669 6.469 -2.718
H -4.011 5.584 -2.038
H -3.639 3.842 -1.939
H -5.730 3.699 -3.104
H -5.482 5.261 -3.899
H -4.770 3.849 -5.711
H -4.185 2.603 -4.604
H 2.426 1.313 0.257
H 1.898 -0.391 1.903
*
```

The gap between HOMO and LUMO is 0.3067 Eh. The value obtained for the highest occupied orbital energy is -8.61 eV. As for the energy relative to the best compared isomer or geometry (same formula, charge and spin): 0.2 kcal/mol.


No. 7
Computed, not measured: a molecular structure, C24H27AsCrF6N8O2P, with ωB97M-V/def2-TZVPD.

The geometry in ORCA input format:
```
! wB97M-V def2-TZVPD RIJCOSX def2/J DEFGRID3
* xyz 0 6
Cr -1.131 0.207 0.391
C -4.202 0.926 3.160
C -2.923 0.370 2.633
O -2.423 0.948 1.634
C -2.362 -0.785 3.240
C -1.177 -1.416 2.931
C -0.821 -2.661 3.685
N -0.304 -0.958 1.983
N 0.762 -1.727 1.867
C 1.888 -1.280 1.230
O 2.268 -0.116 1.154
C 2.728 -2.387 0.665
C 2.300 -3.711 0.651
C 3.093 -4.694 0.080
C 4.319 -4.363 -0.480
C 4.750 -3.042 -0.471
C 3.956 -2.059 0.099
H -4.240 1.998 2.980
H -4.351 0.692 4.212
H -5.003 0.471 2.567
H -2.953 -1.227 4.029
H -1.579 -2.876 4.434
H 0.156 -2.574 4.158
H -0.758 -3.495 2.985
H 1.341 -3.960 1.085
H 2.754 -5.722 0.071
H 4.941 -5.133 -0.917
H 5.708 -2.782 -0.904
H 4.271 -1.024 0.117
C -0.629 3.833 -3.789
N -1.267 3.151 -2.678
C -2.609 3.166 -2.405
C -2.812 2.314 -1.361
N -1.612 1.777 -0.998
C -0.690 2.292 -1.808
P 1.101 2.018 -1.634
C 1.012 0.204 -1.736
N 0.152 -0.514 -1.036
C 0.255 -1.810 -1.449
C 1.221 -1.876 -2.407
N 1.693 -0.600 -2.581
C 2.713 -0.212 -3.538
C 1.112 2.216 0.173
N 0.204 1.711 0.987
C 0.513 2.122 2.245
C 1.634 2.895 2.189
N 2.004 2.950 0.873
C 3.177 3.626 0.347
H -1.186 4.740 -4.010
H 0.391 4.102 -3.524
H -0.617 3.197 -4.673
H -3.295 3.769 -2.973
H -3.725 2.047 -0.854
H -0.377 -2.573 -1.027
H 1.610 -2.705 -2.972
H 3.488 -0.975 -3.556
H 2.285 -0.105 -4.534
H 3.156 0.733 -3.233
H -0.071 1.824 3.098
H 2.192 3.403 2.955
H 3.760 4.001 1.183
H 3.789 2.927 -0.219
H 2.891 4.461 -0.290
F -2.077 -1.336 0.178
As -4.853 -0.766 -0.556
F -6.176 -0.519 -1.623
F -3.683 -0.311 -1.912
F -4.717 -2.466 -1.052
F -5.106 0.984 0.082
F -5.859 -1.309 0.849
*
```

The gap between HOMO and LUMO (spin up / spin down) is 0.2326 / 0.2872 Eh. The value obtained for the highest occupied orbital energy (spin up / spin down) is -6.50 / -9.20 eV. Its expectation value of S² is 8.79.


No. 8
Computed, not measured: a molecular structure, C24H27B2Cl4O3S, with ωB97M-V/def2-TZVPD.

The geometry in ORCA input format:
```
! wB97M-V def2-TZVPD RIJCOSX def2/J DEFGRID3
* xyz -1 1
Cl -0.585 4.182 0.847
B -1.609 2.688 0.895
Cl -2.448 2.264 2.442
Cl -3.115 3.062 -0.301
O -0.855 1.542 0.149
C -0.054 0.640 0.824
C 0.342 1.159 2.163
C -0.187 0.534 3.298
C 0.347 0.844 4.559
C 1.300 1.863 4.642
C 1.733 2.562 3.522
C 1.165 2.279 2.283
H -0.585 -0.318 0.718
H -0.983 -0.206 3.173
H 0.006 0.291 5.439
H 1.724 2.114 5.619
H 2.485 3.366 3.578
H 1.379 2.866 1.372
C 2.577 -2.511 -2.835
C 1.868 -1.987 -1.655
C 1.002 -2.709 -0.824
C 0.679 -2.053 0.352
C 1.299 -0.732 0.539
B -2.751 1.580 -1.288
C 2.402 -0.746 1.616
C 2.238 -1.508 2.778
C 3.028 -1.266 3.906
C 4.016 -0.274 3.851
Cl 4.809 0.238 5.295
C 4.310 0.347 2.627
C 3.495 0.109 1.521
O -1.997 1.749 -2.389
C -2.076 0.509 -3.137
C -2.434 1.036 -4.531
C -0.719 -0.199 -3.158
C -3.180 -0.312 -2.333
C -4.569 -0.174 -2.959
C -2.903 -1.795 -2.148
O -3.239 0.338 -1.046
S 2.037 -0.380 -1.066
H 2.329 -3.558 -3.015
H 2.336 -1.954 -3.740
H 3.651 -2.418 -2.679
H 0.617 -3.702 -1.083
H -0.022 -2.430 1.102
H 1.437 -2.245 2.816
H 2.837 -1.804 4.835
H 5.111 1.064 2.558
H 3.716 0.600 0.570
H -2.610 0.243 -5.269
H -3.310 1.701 -4.449
H -1.587 1.653 -4.865
H -0.781 -1.098 -3.798
H 0.068 0.452 -3.571
H -0.396 -0.520 -2.152
H -4.658 -0.629 -3.955
H -5.270 -0.690 -2.290
H -4.865 0.881 -3.029
H -2.825 -2.270 -3.142
H -1.988 -2.003 -1.576
H -3.739 -2.265 -1.608
*
```

The gap between HOMO and LUMO is 0.1453 Eh. The value obtained for the highest occupied orbital energy is -1.66 eV. As for the energy relative to the best compared isomer or geometry (same formula, charge and spin): 126.7 kcal/mol.


Computed E_tot, in the same sequence as the records: -71184.26626, -183825.84103, -26793.03737, -36482.45088, -52022.57091, -50298.34556, -156199.96363, -93749.45360 eV.